A structure of composition C4H8N2O. Source: the Open Molecules 2025 dataset; level of theory: wB97M-V/def2-TZVPD.

Output
HOMO-LUMO gap (eV): 10.98
Energy above the lowest of the compared OMol25 structures with the same formula, charge and spin (eV): 3.927
Total energy (eV): -9302.4665
E_LUMO (eV): 0.497
E_HOMO (eV): -10.487

```
! RIJCOSX wB97M-V def2-TZVPD def2/J DEFGRID3
* xyz 0 1
C 1.00 -1.15 0.32
C -0.29 -0.33 0.51
O -0.28 0.35 1.74
C -0.48 0.69 -0.61
N 0.61 1.67 -0.54
C -1.47 -1.21 0.45
N -2.40 -1.88 0.33
H 1.12 -1.82 1.17
H 1.85 -0.47 0.27
H 0.96 -1.74 -0.60
H 0.30 1.12 1.57
H -1.47 1.10 -0.75
H -0.30 0.04 -1.63
H 0.27 2.61 -0.77
H 0.59 1.01 -1.46
*
```